(1)
{"formula": "C42H60ClN3O37P", "method": "ωB97M-V with the def2-TZVPD basis set", "gap_ev": 7.7, "charge": 1, "largest_force_ev_per_a": 7.1, "symbols": ["C", "C", "Cl", "C", "N", "C", "N", "C", "C", "P", "N", "O", "H", "H", "H", "H", "H", "H", "H", "H", "H", "H", "H", "H", "C", "C", "O", "C", "O", "O", "H", "H", "H", "H", "C", "C", "O", "C", "O", "O", "H", "H", "H", "H", "C", "C", "O", "C", "O", "O", "H", "H", "H", "H", "C", "C", "O", "C", "O", "O", "H", "H", "H", "H", "C", "C", "O", "C", "O", "O", "H", "H", "H", "H", "C", "C", "O", "C", "O", "O", "H", "H", "H", "H", "C", "C", "O", "C", "O", "O", "H", "H", "H", "H", "C", "C", "O", "C", "O", "O", "H", "H", "H", "H", "C", "C", "O", "C", "O", "O", "H", "H", "H", "H", "C", "C", "O", "C", "O", "O", "H", "H", "H", "H", "C", "C", "O", "C", "O", "O", "H", "H", "H", "H", "C", "C", "O", "C", "O", "O", "H", "H", "H", "H"], "xyz": [[-6.047, 0.095, -2.450], [-4.714, 0.339, -1.527], [-5.105, 1.071, 0.170], [-3.535, 1.213, -2.281], [-2.207, 0.592, -1.856], [-1.644, 0.551, -0.449], [-0.159, 0.197, -0.376], [0.232, -0.152, -1.813], [-1.182, -0.197, -2.639], [-1.700, -1.013, -4.287], [-0.719, -2.481, -4.634], [-3.330, -1.656, -3.940], [-6.448, 1.132, -2.822], [-6.843, -0.458, -1.755], [-5.753, -0.627, -3.348], [-4.224, -0.735, -1.357], [-3.648, 1.233, -3.466], [-3.556, 2.349, -1.888], [-2.257, 0.789, 0.547], [0.485, 0.215, 0.465], [1.274, -0.403, -2.286], [-0.638, -2.660, -5.671], [-1.145, -3.338, -4.205], [-3.687, -1.973, -4.824], [-2.529, -1.766, 1.948], [-2.609, -2.627, 3.167], [-1.251, -2.823, 3.516], [-0.550, -1.780, 2.984], [0.620, -1.539, 3.232], [-1.329, -1.041, 2.140], [-3.382, -1.087, 1.862], [-2.445, -2.351, 1.027], [-3.119, -2.130, 3.998], [-3.100, -3.584, 2.969], [5.579, 0.513, -2.471], [4.711, 1.353, -1.592], [3.924, 2.083, -2.514], [3.899, 1.362, -3.673], [3.176, 1.610, -4.623], [4.787, 0.326, -3.628], [5.830, -0.448, -2.012], [6.505, 1.024, -2.755], [4.049, 0.752, -0.960], [5.291, 2.029, -0.957], [0.498, -6.269, 1.542], [0.231, -5.951, 0.106], [-1.179, -6.033, 0.012], [-1.673, -5.823, 1.267], [-2.854, -5.657, 1.523], [-0.674, -5.824, 2.197], [1.379, -5.749, 1.926], [0.614, -7.344, 1.717], [0.546, -4.938, -0.163], [0.707, -6.664, -0.573], [7.952, 1.244, -6.305], [9.020, 2.289, -6.316], [9.548, 2.229, -5.004], [9.272, 0.982, -4.522], [9.727, 0.527, -3.486], [8.421, 0.310, -5.352], [7.823, 0.770, -7.282], [6.986, 1.637, -5.970], [9.820, 2.062, -7.029], [8.625, 3.286, -6.529], [-4.827, 2.104, 3.958], [-3.759, 3.148, 3.948], [-3.232, 3.088, 5.259], [-3.507, 1.841, 5.741], [-3.052, 1.386, 6.777], [-4.358, 1.169, 4.912], [-4.956, 1.630, 2.981], [-5.793, 2.496, 4.293], [-2.959, 2.922, 3.234], [-4.154, 4.145, 3.734], [-0.876, 4.390, 7.028], [0.562, 3.991, 6.957], [1.039, 4.691, 5.824], [0.213, 5.764, 5.644], [0.429, 6.675, 4.862], [-0.883, 5.684, 6.453], [-1.249, 4.421, 8.056], [-1.522, 3.736, 6.434], [1.130, 4.312, 7.836], [0.688, 2.912, 6.828], [-9.394, 2.121, -1.679], [-9.779, 3.558, -1.544], [-9.364, 3.884, -0.231], [-8.378, 3.002, 0.104], [-7.678, 3.097, 1.099], [-8.277, 2.001, -0.818], [-9.123, 1.856, -2.705], [-10.181, 1.443, -1.333], [-9.247, 4.202, -2.253], [-10.855, 3.714, -1.661], [5.206, -8.054, 2.583], [4.337, -7.214, 3.461], [3.551, -6.484, 2.539], [3.526, -7.206, 1.380], [2.803, -6.957, 0.430], [4.413, -8.242, 1.425], [5.456, -9.015, 3.041], [6.132, -7.543, 2.298], [3.675, -7.815, 4.093], [4.917, -6.538, 4.096], [3.808, 6.254, -0.515], [2.604, 5.578, 0.057], [3.064, 4.268, 0.327], [4.420, 4.343, 0.467], [5.122, 3.431, 0.871], [4.886, 5.572, 0.098], [3.839, 7.321, -0.278], [3.882, 6.128, -1.600], [2.274, 6.037, 0.995], [1.765, 5.559, -0.644], [2.793, 5.984, -5.847], [3.878, 4.976, -5.644], [4.956, 5.751, -5.158], [4.418, 6.874, -4.599], [5.045, 7.681, -3.934], [3.085, 6.974, -4.879], [1.797, 5.563, -5.682], [2.827, 6.440, -6.841], [3.615, 4.224, -4.892], [4.152, 4.468, -6.573], [9.929, -7.137, 3.186], [9.470, -5.784, 2.749], [8.139, -5.722, 3.225], [8.048, -6.601, 4.266], [7.091, -6.683, 5.017], [9.168, -7.377, 4.355], [11.000, -7.162, 3.408], [9.700, -7.914, 2.450], [10.048, -4.976, 3.211], [9.499, -5.665, 1.663], [-12.959, -1.444, 0.329], [-11.521, -1.844, 0.257], [-11.044, -1.143, -0.876], [-11.869, -0.070, -1.055], [-11.654, 0.841, -1.837], [-12.966, -0.150, -0.246], [-13.332, -1.413, 1.356], [-13.605, -2.098, -0.266], [-10.953, -1.522, 1.137], [-11.395, -2.922, 0.128]]}

(2)
{"formula": "C16H25Br2N2O5S", "method": "ωB97M-V with the def2-TZVPD basis set", "gap_ev": 6.1, "charge": -1, "largest_force_ev_per_a": 3.4, "symbols": ["C", "C", "C", "C", "C", "C", "C", "C", "N", "C", "N", "C", "O", "O", "C", "Br", "C", "C", "Br", "H", "H", "H", "H", "H", "H", "H", "H", "H", "H", "H", "H", "H", "H", "H", "H", "H", "O", "S", "O", "O", "C", "C", "C", "H", "H", "H", "H", "H", "H", "H", "H"], "xyz": [[-1.709, -2.676, 2.654], [-0.282, -2.905, 3.246], [0.197, -4.294, 3.313], [1.509, -4.666, 3.846], [2.349, -3.591, 4.366], [1.873, -2.209, 4.295], [0.591, -1.811, 3.735], [0.106, -0.316, 3.631], [0.327, 0.210, 2.262], [1.469, 1.131, 2.198], [1.050, 2.353, 2.949], [2.763, 0.598, 3.007], [2.970, 1.071, 4.150], [3.586, -0.254, 2.505], [1.973, 1.474, 0.724], [1.422, 3.295, 0.081], [1.527, 0.470, -0.413], [0.010, 0.640, -0.869], [2.004, -1.422, -0.062], [-1.756, -3.106, 1.617], [-2.041, -1.611, 2.669], [-2.477, -3.250, 3.253], [-0.429, -5.138, 2.924], [1.906, -5.703, 3.886], [3.371, -3.746, 4.796], [2.534, -1.398, 4.689], [-1.010, -0.369, 3.798], [0.508, 0.332, 4.449], [-0.551, 0.688, 2.028], [1.783, 3.060, 2.941], [0.159, 2.703, 2.598], [3.091, 1.496, 0.750], [2.125, 0.753, -1.325], [0.024, 1.446, -1.679], [-0.380, -0.280, -1.380], [-0.653, 1.023, -0.058], [-0.886, 2.033, -3.676], [-2.107, 2.225, -4.400], [-3.271, 1.432, -4.136], [-1.792, 2.178, -5.975], [-1.149, 1.010, -6.502], [-2.093, -0.176, -6.570], [-2.567, 3.927, -4.305], [-0.256, 0.771, -5.919], [-0.817, 1.261, -7.511], [-2.399, -0.495, -5.573], [-1.612, -1.025, -7.059], [-3.000, 0.084, -7.119], [-1.702, 4.545, -4.535], [-2.905, 4.117, -3.287], [-3.379, 4.112, -5.006]]}

(3)
{"formula": "C17H14MgN3O2S2", "method": "ωB97M-V with the def2-TZVPD basis set", "gap_ev": 7.8, "charge": -1, "largest_force_ev_per_a": 0.5, "symbols": ["Mg", "C", "C", "N", "N", "C", "S", "S", "C", "C", "C", "C", "C", "C", "C", "C", "C", "C", "C", "C", "C", "O", "H", "H", "H", "H", "H", "H", "H", "H", "H", "H", "H", "H", "H", "H", "O", "C", "N"], "xyz": [[-0.126, 0.194, -0.220], [-2.347, 0.154, 2.456], [-1.078, 0.898, 2.142], [-0.014, 0.176, 1.989], [1.186, 0.886, 2.044], [2.137, 0.511, 1.272], [2.126, -0.648, -0.033], [3.716, 1.308, 1.515], [3.268, 2.855, 2.359], [3.480, 4.048, 1.470], [4.411, 5.026, 1.797], [4.599, 6.131, 0.976], [3.854, 6.265, -0.185], [2.926, 5.286, -0.521], [2.741, 4.184, 0.296], [-1.115, 2.354, 1.961], [-1.758, 3.171, 2.892], [-1.840, 4.539, 2.714], [-1.305, 5.089, 1.548], [-0.716, 4.295, 0.589], [-0.602, 2.894, 0.748], [-0.082, 2.164, -0.196], [-2.390, -0.033, 3.533], [-3.227, 0.718, 2.159], [-2.345, -0.812, 1.952], [2.221, 2.745, 2.644], [3.857, 2.942, 3.273], [4.995, 4.922, 2.705], [5.330, 6.885, 1.245], [3.996, 7.124, -0.828], [2.342, 5.381, -1.428], [2.026, 3.414, 0.022], [-2.176, 2.716, 3.783], [-2.313, 5.167, 3.457], [-1.363, 6.160, 1.385], [-0.327, 4.727, -0.324], [-4.175, -0.399, -1.113], [-2.990, -0.478, -1.018], [-1.810, -0.592, -0.934]]}

(4)
{"formula": "CH3BrN2O", "method": "ωB97M-V with the def2-TZVPD basis set", "smiles": "[H]/N=N\\OCBr", "gap_ev": 10.2, "charge": 0, "largest_force_ev_per_a": 5.6, "symbols": ["H", "N", "N", "O", "C", "Br", "H", "H"], "xyz": [[-2.263, -1.467, 0.998], [-1.893, -1.657, 0.116], [-0.988, -1.020, -0.350], [-0.215, 0.188, 0.290], [0.846, 0.960, -0.285], [2.534, 0.026, 0.091], [1.063, 1.888, 0.421], [0.916, 1.083, -1.281]]}

(5)
{"formula": "C6H4O", "method": "ωB97M-V with the def2-TZVPD basis set", "gap_ev": 10.0, "charge": 0, "largest_force_ev_per_a": 0.7, "symbols": ["C", "C", "C", "C", "C", "C", "O", "H", "H", "H", "H"], "xyz": [[3.157, -0.533, -0.208], [1.914, -0.409, -0.042], [0.522, -0.210, 0.109], [-0.187, 0.874, 0.537], [-1.558, 0.556, 0.337], [-1.571, -0.695, -0.201], [-0.327, -1.177, -0.349], [2.584, -0.015, -1.144], [0.245, 1.786, 0.925], [-2.415, 1.175, 0.559], [-2.364, -1.353, -0.525]]}

(6)
{"formula": "C4H7LiO3", "method": "ωB97M-V with the def2-TZVPD basis set", "gap_ev": 7.0, "charge": 0, "largest_force_ev_per_a": 3.2, "symbols": ["C", "H", "H", "H", "O", "C", "O", "Li", "O", "C", "H", "C", "H", "H", "H"], "xyz": [[0.537, -1.446, 2.466], [0.961, -2.362, 2.038], [-0.559, -1.524, 2.531], [0.907, -1.293, 3.491], [-1.112, 0.149, -1.768], [0.145, 0.205, -1.285], [0.942, -0.525, -1.905], [2.250, 0.269, -0.767], [2.001, -0.159, 1.066], [0.902, -0.253, 1.647], [0.359, 0.681, 1.895], [-1.713, 1.338, -2.254], [-1.134, 2.224, -1.961], [-1.759, 1.267, -3.348], [-2.728, 1.430, -1.845]]}

(7)
{"formula": "C17H36NO2", "method": "ωB97M-V with the def2-TZVPD basis set", "smiles": "CCCCCCCCCCCCOC(=O)C[N+](C)(C)C", "gap_ev": 9.5, "charge": 1, "largest_force_ev_per_a": 1.2, "symbols": ["C", "C", "C", "C", "C", "C", "C", "C", "C", "C", "C", "C", "O", "C", "O", "C", "N", "C", "C", "C", "H", "H", "H", "H", "H", "H", "H", "H", "H", "H", "H", "H", "H", "H", "H", "H", "H", "H", "H", "H", "H", "H", "H", "H", "H", "H", "H", "H", "H", "H", "H", "H", "H", "H", "H", "H"], "xyz": [[5.206, 3.621, -1.252], [5.478, 3.465, 0.239], [5.997, 2.077, 0.618], [4.959, 0.971, 0.438], [5.487, -0.378, 0.922], [4.446, -1.496, 0.848], [4.083, -1.882, -0.585], [3.203, -3.130, -0.672], [1.851, -3.015, 0.036], [0.978, -1.892, -0.520], [-0.408, -1.892, 0.122], [-1.255, -0.752, -0.418], [-2.544, -0.781, 0.235], [-3.456, 0.049, -0.193], [-3.344, 0.847, -1.085], [-4.746, -0.148, 0.636], [-5.872, 0.745, 0.275], [-7.015, 0.439, 1.156], [-6.272, 0.525, -1.130], [-5.486, 2.159, 0.459], [6.098, 3.383, -1.827], [4.402, 2.964, -1.577], [4.917, 4.645, -1.478], [6.222, 4.206, 0.538], [4.563, 3.673, 0.800], [6.312, 2.095, 1.664], [6.877, 1.846, 0.014], [4.059, 1.229, 1.003], [4.688, 0.898, -0.615], [5.814, -0.274, 1.959], [6.361, -0.658, 0.329], [4.843, -2.379, 1.356], [3.552, -1.177, 1.388], [5.006, -2.083, -1.134], [3.586, -1.049, -1.081], [3.028, -3.359, -1.726], [3.744, -3.973, -0.237], [2.008, -2.857, 1.104], [1.323, -3.964, -0.080], [1.455, -0.929, -0.332], [0.879, -2.012, -1.601], [-0.315, -1.785, 1.204], [-0.911, -2.840, -0.079], [-0.791, 0.218, -0.217], [-1.410, -0.842, -1.497], [-4.482, 0.002, 1.686], [-5.052, -1.190, 0.516], [-6.748, 0.602, 2.198], [-7.324, -0.598, 1.032], [-7.857, 1.083, 0.909], [-7.118, 1.164, -1.378], [-6.560, -0.513, -1.282], [-5.443, 0.767, -1.793], [-6.329, 2.806, 0.223], [-5.185, 2.337, 1.489], [-4.658, 2.406, -0.204]]}

(8)
{"formula": "C4H8NO", "method": "ωB97M-V with the def2-TZVPD basis set", "smiles": "C=C1C[C@H](O)[NH2+]1", "gap_ev": 11.5, "charge": 1, "largest_force_ev_per_a": 3.8, "symbols": ["C", "C", "C", "C", "O", "N", "H", "H", "H", "H", "H", "H", "H", "H"], "xyz": [[1.196, -1.252, -1.447], [0.380, -0.630, -0.593], [-1.000, -0.111, -0.486], [-0.731, 0.548, 0.894], [-1.081, 1.875, 0.993], [0.781, 0.181, 0.650], [2.327, -1.396, -1.247], [0.857, -1.718, -2.349], [-1.200, 0.488, -1.371], [-1.764, -0.842, -0.330], [-1.226, -0.034, 1.637], [-1.296, 2.227, 1.983], [1.386, -0.284, 1.320], [1.370, 0.948, 0.346]]}

(9)
{"formula": "H2NO4PS", "method": "ωB97M-V with the def2-TZVPD basis set", "gap_ev": [6.0, 5.1], "charge": -2, "largest_force_ev_per_a": 1.6, "symbols": ["N", "O", "O", "O", "O", "P", "S", "H", "H"], "xyz": [[3.201, 0.165, 0.461], [-1.567, 1.942, 0.119], [-2.530, -0.341, 0.977], [-2.692, 0.098, -1.446], [0.074, -1.789, -0.746], [-2.073, 0.530, -0.162], [0.144, -0.293, -0.607], [3.268, -0.531, 1.168], [2.174, 0.219, 0.236]]}

(10)
{"formula": "C3H4AuO", "method": "ωB97M-V with the def2-TZVPD basis set", "spin_multiplicity": 4, "gap_ev": [9.5, 7.2], "charge": 2, "largest_force_ev_per_a": 4.6, "symbols": ["C", "C", "C", "H", "H", "H", "H", "O", "Au"], "xyz": [[-0.449, -0.169, 0.678], [0.866, 0.573, 0.752], [0.565, -0.963, 0.701], [-1.505, 0.019, 0.838], [1.071, 1.084, 1.707], [1.138, 1.132, -0.159], [0.988, -1.963, 0.748], [-1.541, 0.417, -1.827], [-1.133, -0.130, -3.437]]}

(11)
{"formula": "F6NP3", "method": "ωB97M-V with the def2-TZVPD basis set", "gap_ev": [7.6, 7.6], "charge": 0, "largest_force_ev_per_a": 2.9, "symbols": ["N", "F", "F", "F", "F", "F", "F", "P", "P", "P"], "xyz": [[-0.625, -0.072, 0.097], [1.797, 1.121, -1.574], [0.031, 2.514, -1.510], [-1.740, -1.882, -1.179], [0.400, -2.378, -0.254], [-1.039, 0.751, 2.387], [1.062, -0.128, 1.897], [0.965, 1.865, -0.447], [-0.339, -1.170, -1.103], [-0.511, -0.622, 1.685]]}

(12)
{"formula": "C5H8N2", "method": "ωB97M-V with the def2-TZVPD basis set", "smiles": "C1[C@@H]2N[C@H]1[C@H]1N[C@H]12", "gap_ev": 9.5, "charge": 0, "largest_force_ev_per_a": 6.9, "symbols": ["C", "C", "N", "C", "C", "N", "C", "H", "H", "H", "H", "H", "H", "H", "H"], "xyz": [[0.994, 0.042, -0.769], [0.456, 1.058, 0.320], [0.603, -0.009, 1.268], [0.411, -1.026, 0.233], [-1.020, -0.765, -0.335], [-1.931, 0.118, 0.526], [-0.900, 0.717, -0.271], [2.165, 0.127, -0.587], [0.872, -0.025, -1.849], [0.827, 2.206, 0.106], [1.459, -0.425, 1.664], [0.608, -2.131, 0.215], [-1.489, -1.418, -1.094], [-1.610, -0.150, 1.415], [-1.445, 1.681, -0.842]]}

(13)
{"formula": "C13H21BN6PdS", "method": "ωB97M-V with the def2-TZVPD basis set", "spin_multiplicity": 3, "gap_ev": [8.5, 7.1], "charge": 0, "largest_force_ev_per_a": 0.7, "symbols": ["Pd", "C", "C", "N", "N", "C", "S", "N", "N", "H", "H", "H", "H", "H", "H", "C", "N", "C", "C", "C", "C", "C", "C", "C", "C", "H", "H", "H", "H", "H", "H", "H", "H", "H", "H", "H", "H", "B", "C", "N", "H", "H", "H"], "xyz": [[-1.364, -1.026, -0.157], [-0.337, 4.332, -1.699], [-1.242, 3.667, -0.733], [-1.849, 4.239, 0.251], [-2.514, 3.232, 0.876], [-2.318, 2.022, 0.326], [-2.976, 0.569, 0.833], [-1.499, 2.310, -0.729], [-0.987, 1.346, -1.578], [-0.493, 5.406, -1.650], [-0.529, 3.992, -2.717], [0.704, 4.119, -1.450], [-3.097, 3.414, 1.675], [-0.182, 1.699, -2.072], [-1.696, 0.993, -2.213], [2.440, 1.623, 0.064], [2.454, 0.245, 0.508], [3.776, -0.158, 0.951], [1.418, 0.026, 1.517], [1.060, -1.429, 1.739], [1.769, -2.223, 2.636], [1.428, -3.552, 2.839], [0.346, -4.107, 2.172], [-0.395, -3.315, 1.306], [-0.037, -1.988, 1.086], [3.284, 1.802, -0.601], [2.500, 2.348, 0.895], [1.519, 1.808, -0.495], [4.494, 0.024, 0.152], [3.780, -1.225, 1.161], [4.107, 0.386, 1.852], [0.521, 0.536, 1.157], [1.697, 0.490, 2.480], [2.580, -1.790, 3.211], [2.004, -4.150, 3.535], [0.072, -5.141, 2.336], [-1.257, -3.739, 0.801], [-3.420, -3.146, -3.712], [-2.781, -2.146, -2.718], [-2.279, -1.361, -2.023], [-4.294, -2.587, -4.330], [-3.894, -4.047, -3.056], [-2.508, -3.497, -4.423]]}